No. 1
C56H42Cl7MoN2O2PSb | ωB97M-V/def2-TZVPD

XYZ file:
```
112
Properties=species:S:1:pos:R:3:forces:R:3:lowdin_charge:R:1
Mo 0.157085 -0.283800 0.428695 3.486 1.437 3.266 1.19
Cl 3.858365 -3.658360 -5.429591 0.130 -0.087 -0.156 0.70
C 3.135676 -2.753486 -4.168539 -0.078 0.070 0.082 -0.72
C 2.639838 -3.399861 -3.038364 -0.005 0.259 -0.109 -0.71
Cl 2.810602 -5.096291 -2.860976 0.009 -0.137 -0.006 0.71
C 1.997878 -2.662154 -2.055062 0.090 0.338 -0.327 -0.58
Cl 1.514911 -3.393524 -0.590834 0.474 -0.429 -0.240 0.85
C 1.768811 -1.277922 -2.166816 0.201 -0.623 -0.142 -0.54
O 1.064351 -0.607967 -1.316042 0.366 0.144 -1.231 -0.40
C 2.368247 -0.646080 -3.277692 0.023 -0.074 0.195 -0.62
Cl 2.271425 1.064987 -3.350187 0.066 -0.021 -0.015 0.83
C 3.034421 -1.363218 -4.259528 -0.060 -0.206 0.194 -0.71
Cl 3.716762 -0.538822 -5.597131 0.021 0.042 -0.160 0.71
N -1.193115 0.257563 2.151567 -0.420 0.459 -0.113 -0.06
C -1.260445 -0.603062 3.308844 -0.093 -0.591 0.282 -0.31
C -1.641551 -0.097346 4.543505 0.071 -0.020 0.033 -0.03
C -1.793414 -0.958920 5.616461 -0.018 0.135 -0.117 -0.06
C -1.601481 -2.322709 5.446799 0.044 -0.128 -0.040 -0.05
C -1.197523 -2.820739 4.221272 -0.090 0.174 0.008 -0.06
C -0.996063 -1.957955 3.146085 -0.054 0.588 -0.120 -0.30
P -0.254658 -2.464941 1.546061 -0.071 -0.387 1.023 1.00
C -1.522264 -3.666809 0.994203 -0.016 0.172 -0.117 -0.34
C -2.831480 -3.458335 1.433658 0.100 0.006 0.041 -0.11
C -3.839875 -4.340552 1.091034 -0.139 0.008 -0.014 -0.08
C -3.572747 -5.419593 0.264319 -0.033 0.005 0.064 -0.07
C -2.287267 -5.609824 -0.212934 -0.044 -0.038 -0.063 -0.07
C -1.266949 -4.747584 0.151290 0.021 -0.020 0.008 -0.12
C 1.119220 -3.392689 2.292244 0.089 0.051 -0.233 -0.43
C 1.058424 -4.737374 2.633434 -0.039 0.139 -0.110 -0.10
C 2.129372 -5.317630 3.293892 -0.010 -0.140 0.035 -0.06
C 3.250494 -4.568333 3.612281 -0.030 -0.072 0.003 -0.06
C 3.303719 -3.224212 3.277160 -0.008 -0.010 0.035 -0.06
C 2.241462 -2.636893 2.617738 0.004 0.038 -0.019 -0.10
H -1.004286 1.209393 2.490782 -0.084 -0.351 -0.394 0.01
H -2.115781 0.250242 1.699732 0.234 0.208 0.227 0.10
H -1.802812 0.966156 4.663557 -0.064 0.071 0.022 0.11
H -2.078081 -0.566210 6.579701 -0.030 0.032 0.107 0.11
H -1.749918 -2.995988 6.277500 -0.004 -0.047 0.064 0.11
H -1.042626 -3.881623 4.093364 0.096 -0.083 0.034 0.11
H -3.060214 -2.606773 2.064189 -0.029 -0.121 0.027 0.11
H -4.836143 -4.186562 1.477915 -0.105 0.030 -0.001 0.11
H -4.356724 -6.115385 0.008395 -0.088 -0.052 -0.050 0.11
H -2.069721 -6.441783 -0.865097 0.036 -0.106 -0.039 0.11
H -0.275961 -4.942690 -0.222362 0.028 -0.026 0.026 0.05
H 0.181788 -5.322178 2.387499 0.011 -0.080 0.003 0.10
H 2.079589 -6.362248 3.561815 0.040 -0.098 0.021 0.11
H 4.082436 -5.033853 4.119656 0.049 -0.030 0.042 0.11
H 4.171056 -2.635366 3.529970 0.117 0.069 0.015 0.11
H 2.271260 -1.588044 2.344422 0.090 -0.128 0.038 0.07
Cl 3.949329 -0.185284 -0.342514 0.517 0.126 0.133 0.83
C 3.840652 1.045799 0.865677 -0.761 -0.341 0.122 -0.57
C 4.881143 1.909021 1.123895 0.171 0.141 -0.007 -0.10
C 4.724796 2.917472 2.065492 -0.254 -0.158 -0.086 -0.06
C 3.529047 3.051341 2.756764 0.188 0.182 -0.002 -0.09
C 2.502933 2.170599 2.507074 -0.185 -0.732 -0.433 -0.57
Cl 1.008506 2.289865 3.350308 0.096 0.147 0.660 0.82
C 2.598917 1.131920 1.550508 2.699 1.789 0.666 -0.46
N 1.598694 0.334219 1.253422 -2.944 -1.352 -0.886 -0.23
H 5.807460 1.810446 0.580709 0.072 -0.058 -0.082 0.11
H 5.528481 3.610569 2.247716 0.131 0.069 0.054 0.11
H 3.397186 3.843339 3.476730 -0.055 0.039 0.094 0.11
C -4.811691 2.438133 -1.968996 -0.026 -0.004 -0.051 -0.07
C -3.794192 2.631420 -2.887914 -0.085 0.004 -0.176 -0.07
C -2.472621 2.664238 -2.475239 0.045 0.056 -0.052 -0.15
C -2.151024 2.498628 -1.135955 0.499 0.064 -0.002 -0.36
C -3.176192 2.267223 -0.229213 0.077 -0.011 0.241 -0.15
C -4.498370 2.249957 -0.634100 -0.115 -0.061 0.049 -0.08
Sb -0.118050 2.428341 -0.423308 -0.267 0.817 -0.260 1.60
C 0.990002 3.637408 -1.820628 -0.321 -0.453 0.324 -0.41
C 0.374802 4.549294 -2.662544 -0.107 -0.004 0.006 -0.12
C 1.143328 5.347424 -3.495598 -0.059 0.062 -0.054 -0.07
C 2.524189 5.251887 -3.472013 0.019 0.027 -0.006 -0.07
C 3.140614 4.367823 -2.602116 0.104 -0.004 0.101 -0.08
C 2.376049 3.565092 -1.773096 -0.015 -0.039 0.167 -0.22
C -0.273333 4.063740 0.994624 0.021 -0.424 -0.287 -0.36
C -1.195201 4.076192 2.032105 -0.188 -0.024 -0.008 -0.20
C -1.265276 5.147946 2.904750 -0.127 -0.097 0.019 -0.09
C -0.415642 6.227703 2.742229 0.041 0.079 0.014 -0.07
C 0.517260 6.217777 1.721315 0.038 0.093 0.105 -0.07
C 0.593539 5.137747 0.858444 0.100 -0.106 -0.128 -0.12
H -5.842673 2.435265 -2.288266 -0.082 -0.016 -0.053 0.11
H -4.027589 2.756496 -3.934453 -0.041 0.044 -0.104 0.11
H -1.687861 2.812664 -3.205788 -0.039 0.022 -0.084 0.09
H -2.953168 2.117867 0.821092 -0.044 0.024 0.017 0.07
H -5.282975 2.091345 0.091098 -0.072 -0.005 0.065 0.11
H -0.699689 4.658267 -2.656679 -0.073 0.056 -0.054 0.09
H 0.658525 6.047091 -4.159493 -0.034 0.084 -0.055 0.11
H 3.121509 5.876623 -4.117756 0.051 0.052 -0.086 0.11
H 4.217380 4.297190 -2.566594 0.103 0.016 -0.007 0.11
H 2.857451 2.879605 -1.084492 0.084 -0.037 -0.063 0.08
H -1.876108 3.248070 2.184110 -0.050 -0.026 0.009 0.07
H -1.980239 5.134222 3.714792 -0.082 0.033 0.030 0.11
H -0.485581 7.072818 3.407704 0.026 0.107 0.108 0.11
H 1.191995 7.050718 1.591903 0.052 0.084 -0.005 0.11
H 1.334310 5.140737 0.072122 0.025 0.084 -0.020 0.09
C -3.492661 -1.842511 -1.358011 0.275 0.324 0.445 0.04
C -2.076832 -1.342965 -1.403355 0.092 0.366 0.396 -0.26
O -1.539805 -0.784053 -0.402633 -3.743 -1.082 -2.633 -0.24
C -1.372319 -1.416494 -2.692233 0.281 0.162 -0.371 -0.17
C -0.916578 -0.224767 -3.260880 -0.226 0.098 0.251 -0.04
C -0.351400 -0.210769 -4.519482 -0.238 0.044 -0.098 -0.08
C -0.155669 -1.398711 -5.205684 -0.152 0.009 0.102 -0.05
C -0.570880 -2.590915 -4.635004 0.042 -0.081 -0.113 -0.05
C -1.202094 -2.603124 -3.404350 -0.272 0.009 0.318 -0.01
H -3.992913 -1.523510 -0.446442 0.070 0.012 0.039 0.09
H -3.522367 -2.931884 -1.393587 0.184 -0.152 -0.074 0.09
H -4.039757 -1.475241 -2.225530 0.116 0.036 -0.086 0.11
H -1.046073 0.698785 -2.712875 0.040 -0.109 -0.079 0.07
H -0.061779 0.730566 -4.960843 0.091 0.033 -0.012 0.10
H 0.318728 -1.390635 -6.175461 0.031 -0.034 -0.091 0.12
H -0.417891 -3.517222 -5.163833 0.039 -0.166 -0.040 0.12
H -1.536423 -3.535464 -2.975504 -0.048 -0.182 0.034 0.12
```
Positions in Å, forces in eV/Å.

The charge is +1. For the HOMO-LUMO gap (spin up / spin down), the calculation gives 5.976 / 5.976 eV. The value obtained for the LUMO energy (spin up / spin down) is -3.61 / -3.61 eV. Its HOMO energy (spin up / spin down) is -0.3522 / -0.3522 hartree.


No. 2
C56H44BrN3O3P2PtSTe | ωB97M-V/def2-TZVPD

XYZ file:
```
112
Properties=species:S:1:pos:R:3:forces:R:3:lowdin_charge:R:1
Pt 0.357789 -0.788146 -0.431259 0.169 0.144 0.135 0.75
Te 3.298698 1.188964 2.979815 -0.039 -0.046 0.154 1.24
C 2.767641 0.658123 4.982817 0.003 0.016 0.013 -0.56
C 2.181339 1.581134 5.840577 -0.005 -0.011 0.036 -0.14
C 1.764682 1.170444 7.100395 0.014 0.014 -0.018 -0.17
N 1.887836 -0.074835 7.554792 -0.001 -0.002 0.002 0.04
C 2.457334 -0.955070 6.730723 0.011 0.013 -0.007 -0.16
C 2.912923 -0.641127 5.459522 0.027 0.029 0.011 -0.15
C 1.897095 0.082823 1.990545 0.113 0.084 -0.291 -1.03
P 2.098007 -1.355544 1.011766 -0.043 -0.066 -0.217 0.71
C 1.711145 -2.867022 1.977292 0.007 0.018 0.063 -0.36
C 1.268948 -2.773727 3.291368 -0.053 -0.002 -0.050 -0.10
C 0.878165 -3.912130 3.988406 -0.005 0.011 0.001 -0.08
C 0.922801 -5.152920 3.371205 0.003 0.001 -0.005 -0.10
C 1.359850 -5.253739 2.054122 0.003 0.009 -0.012 -0.09
C 1.748561 -4.118230 1.362567 0.038 -0.021 0.002 -0.11
C 3.846923 -1.706530 0.606891 0.009 0.055 0.051 -0.35
C 4.355109 -1.472594 -0.664763 0.042 -0.077 -0.009 -0.09
C 5.698729 -1.681399 -0.947194 -0.006 -0.020 0.005 -0.08
C 6.551146 -2.139358 0.045442 -0.013 0.007 -0.003 -0.10
C 6.053012 -2.393658 1.317102 -0.015 -0.004 0.010 -0.09
C 4.711798 -2.181326 1.593967 0.019 0.049 0.019 -0.10
P 0.402130 0.637989 1.240310 -0.282 0.027 0.550 0.70
C -0.984230 0.336082 2.404412 0.000 0.067 0.000 -0.34
C -2.289047 0.235277 1.922273 -0.030 0.024 -0.022 -0.08
C -3.333363 -0.030855 2.796273 0.002 0.004 -0.014 -0.08
C -3.088824 -0.198230 4.154656 0.028 0.006 0.000 -0.10
C -1.792163 -0.095380 4.639638 -0.015 -0.004 -0.002 -0.09
C -0.745144 0.169675 3.765295 -0.018 0.005 -0.023 -0.11
C 0.347127 2.432162 1.016491 0.026 -0.042 -0.140 -0.34
C 0.720110 2.979657 -0.205440 0.037 0.062 -0.046 -0.06
C 0.850617 4.353375 -0.359058 -0.020 -0.031 -0.014 -0.04
C 0.562774 5.186549 0.711682 -0.002 0.004 0.007 -0.08
C 0.147315 4.649911 1.924671 -0.012 -0.007 0.009 -0.09
C 0.041578 3.276311 2.083161 0.059 0.002 0.032 -0.10
H 2.022489 2.605124 5.525177 -0.002 -0.002 0.001 0.09
H 1.295413 1.881073 7.773525 -0.004 -0.002 0.014 0.10
H 2.556137 -1.968335 7.108217 -0.004 -0.005 0.002 0.10
H 3.364502 -1.408772 4.842945 0.000 0.006 0.015 0.08
H 1.212189 -1.794624 3.751546 -0.015 -0.051 -0.023 0.07
H 0.528351 -3.822227 5.009999 -0.001 0.000 0.007 0.10
H 0.609532 -6.040575 3.907322 0.000 0.001 0.005 0.09
H 1.384731 -6.219104 1.563114 -0.002 -0.001 0.001 0.10
H 2.068083 -4.197289 0.328572 0.004 0.001 0.003 0.11
H 3.698667 -1.129197 -1.447832 -0.096 0.040 -0.023 0.06
H 6.071551 -1.482176 -1.943882 0.013 -0.001 0.004 0.10
H 7.600309 -2.299352 -0.170297 0.002 -0.001 0.003 0.10
H 6.711774 -2.752936 2.098185 0.006 0.001 -0.003 0.10
H 4.332302 -2.384256 2.588452 -0.013 -0.003 -0.005 0.10
H -2.472794 0.342516 0.856157 0.005 -0.001 0.012 0.08
H -4.342090 -0.110544 2.409090 0.000 -0.008 0.002 0.10
H -3.907266 -0.410375 4.832568 0.000 0.001 0.001 0.09
H -1.589908 -0.222593 5.696850 0.002 -0.003 0.004 0.10
H 0.269870 0.240002 4.138365 -0.002 0.002 0.013 0.07
H 0.905928 2.327487 -1.044499 0.057 -0.104 -0.095 0.08
H 1.186370 4.760767 -1.305757 -0.008 0.018 0.024 0.11
H 0.658403 6.259162 0.597663 0.006 -0.002 -0.003 0.10
H -0.090450 5.304316 2.755167 0.003 -0.001 -0.005 0.09
H -0.273115 2.865676 3.035576 -0.004 -0.015 -0.008 0.10
Br -0.220681 -3.403025 -3.176711 0.033 0.012 -0.037 0.78
C -1.242417 -3.534929 -1.587333 -0.097 -0.075 0.120 -0.74
C -2.450549 -4.211597 -1.644342 0.016 0.018 -0.009 -0.11
C -3.161747 -4.335449 -0.466125 -0.010 -0.021 0.017 -0.08
C -2.640559 -3.796368 0.700608 -0.004 -0.001 0.008 -0.04
C -1.432927 -3.130889 0.638262 0.065 0.089 0.012 -0.13
N -0.739463 -2.989770 -0.498545 -0.024 -0.192 -0.276 -0.04
H -2.826698 -4.589342 -2.582852 0.002 0.006 0.002 0.10
H -4.122305 -4.834746 -0.467168 0.021 0.001 0.007 0.10
H -3.164740 -3.860738 1.643823 -0.011 -0.012 -0.006 0.11
H -0.994651 -2.669838 1.514636 -0.030 0.009 0.002 0.10
C -1.338537 -0.141198 -1.279754 0.267 0.163 -0.206 -0.26
C -2.282279 0.200514 -1.981558 -0.058 -0.001 0.124 -0.19
C -3.370101 0.583013 -2.807585 -0.036 -0.044 0.041 -0.22
C -4.388135 -0.402371 -3.041325 0.008 -0.048 -0.023 -0.19
C -5.253694 -0.421156 -4.169112 0.013 0.020 0.041 -0.07
C -6.187657 -1.421527 -4.367671 0.000 0.017 -0.010 -0.14
C -6.335914 -2.475193 -3.468908 0.021 0.013 -0.004 -0.16
C -5.483540 -2.496383 -2.365750 -0.021 -0.006 0.009 -0.14
C -4.541553 -1.508097 -2.159925 -0.005 0.008 0.009 -0.06
C -3.349499 1.926403 -3.356771 -0.004 0.016 -0.030 -0.19
C -2.157223 2.687988 -3.341265 0.002 -0.020 -0.015 -0.05
C -2.093042 3.975656 -3.838999 0.002 -0.016 -0.005 -0.10
C -3.221877 4.596366 -4.368446 0.014 -0.012 0.003 -0.14
C -4.417322 3.889677 -4.355797 -0.015 -0.013 -0.007 -0.14
C -4.486946 2.595546 -3.863640 0.037 -0.015 0.023 -0.07
H -5.145108 0.340498 -4.927851 -0.009 0.047 -0.003 0.09
H -6.805843 -1.385197 -5.259895 -0.004 -0.002 0.000 0.08
H -7.075401 -3.250769 -3.626434 -0.005 -0.003 0.002 0.07
H -5.566543 -3.303114 -1.641500 -0.008 0.020 -0.014 0.07
H -3.892597 -1.552503 -1.292348 -0.005 -0.016 -0.005 0.09
H -1.266635 2.239187 -2.919387 -0.001 0.005 0.008 0.08
H -1.144426 4.500565 -3.817418 0.020 0.017 0.007 0.10
H -3.169088 5.602791 -4.764610 -0.002 0.004 0.005 0.08
H -5.325024 4.356495 -4.726829 0.002 0.004 0.000 0.08
H -5.452357 2.111250 -3.827078 -0.022 -0.050 -0.018 0.09
N 1.341367 -0.429073 -2.753405 0.086 -0.196 -0.037 0.00
C 1.868774 0.860735 -3.090440 -0.019 0.020 0.034 -0.32
C 2.935508 1.395231 -2.370965 -0.058 0.056 0.033 -0.06
C 3.418358 2.659437 -2.667878 -0.022 -0.052 0.052 -0.06
C 2.828933 3.422013 -3.667029 -0.022 0.019 -0.047 -0.27
C 1.754303 2.900629 -4.369118 -0.021 0.035 0.026 -0.05
C 1.281976 1.622780 -4.092046 -0.047 -0.016 0.057 -0.03
S 3.446492 5.076216 -3.997390 -0.002 0.009 0.025 0.39
O 2.410264 5.701348 -4.806398 0.005 -0.004 -0.004 -0.38
O 4.706056 4.860066 -4.698585 0.005 -0.002 0.018 -0.38
O 3.604196 5.655685 -2.667226 -0.016 -0.001 -0.030 -0.38
H 0.509732 -0.636777 -3.295483 -0.034 0.030 0.057 0.02
H 2.018159 -1.170310 -2.893417 -0.054 0.039 -0.094 0.05
H 3.330490 0.862343 -1.517483 0.041 -0.045 0.004 0.08
H 4.223149 3.088675 -2.084346 0.006 0.002 -0.013 0.12
H 1.275798 3.514591 -5.120236 0.002 0.012 -0.017 0.11
H 0.424134 1.234236 -4.629636 -0.003 -0.013 -0.007 0.11
```
Positions in Å, forces in eV/Å.

The charge is -2. For the HOMO-LUMO gap, the calculation gives 3.936 eV. The value obtained for the LUMO energy is 3.33 eV. The energy above the lowest of the compared OMol25 structures with the same formula, charge and spin is 0.2077 eV. Its HOMO energy is -0.0222 hartree.